{"formula": "C48H88F12N16P2", "method": "ωB97M-V/def2-TZVPD", "gap_ha": 0.32545, "largest_force_ev_per_a": 4.0, "charge": 6, "lumo_ev": -11.02, "relative_energy_kcal_mol": 3.9, "species": ["C", "C", "N", "C", "C", "N", "C", "C", "H", "H", "H", "H", "H", "H", "H", "H", "H", "H", "H", "C", "C", "N", "C", "C", "N", "C", "C", "H", "H", "H", "H", "H", "H", "H", "H", "H", "H", "H", "C", "C", "N", "C", "C", "N", "C", "C", "H", "H", "H", "H", "H", "H", "H", "H", "H", "H", "H", "C", "C", "N", "C", "C", "N", "C", "C", "H", "H", "H", "H", "H", "H", "H", "H", "H", "H", "H", "C", "C", "N", "C", "C", "N", "C", "C", "H", "H", "H", "H", "H", "H", "H", "H", "H", "H", "H", "C", "C", "N", "C", "C", "N", "C", "C", "H", "H", "H", "H", "H", "H", "H", "H", "H", "H", "H", "C", "C", "N", "C", "C", "N", "C", "C", "H", "H", "H", "H", "H", "H", "H", "H", "H", "H", "H", "C", "C", "N", "C", "C", "N", "C", "C", "H", "H", "H", "H", "H", "H", "H", "H", "H", "H", "H", "P", "F", "F", "F", "F", "F", "F", "P", "F", "F", "F", "F", "F", "F"], "coordinates": [[-27.758, -24.915, -7.638], [-29.074, -24.520, -7.012], [-30.233, -24.930, -7.796], [-30.723, -24.227, -8.865], [-31.734, -24.945, -9.333], [-31.823, -26.097, -8.587], [-30.960, -26.006, -7.611], [-32.632, -27.289, -8.893], [-27.460, -24.349, -8.524], [-27.722, -25.992, -7.781], [-26.923, -24.632, -6.987], [-29.138, -23.479, -6.690], [-29.067, -24.983, -6.021], [-30.286, -23.284, -9.122], [-32.530, -24.830, -10.051], [-30.637, -26.798, -6.954], [-33.431, -27.310, -8.150], [-32.089, -28.219, -8.761], [-33.051, -27.211, -9.888], [-34.137, -19.671, 3.483], [-33.113, -19.028, 2.536], [-32.935, -19.852, 1.301], [-33.852, -19.894, 0.285], [-33.459, -20.866, -0.553], [-32.285, -21.371, -0.058], [-32.030, -20.776, 1.092], [-31.556, -22.569, -0.517], [-34.977, -19.012, 3.688], [-33.620, -19.870, 4.416], [-34.563, -20.571, 3.047], [-32.119, -18.993, 2.983], [-33.306, -18.012, 2.201], [-34.736, -19.278, 0.304], [-33.909, -21.309, -1.423], [-31.253, -20.930, 1.822], [-32.234, -23.420, -0.550], [-30.773, -22.760, 0.207], [-31.144, -22.405, -1.517], [-25.575, -24.648, 1.559], [-25.945, -25.867, 2.402], [-25.262, -25.878, 3.698], [-24.151, -26.629, 3.994], [-23.898, -26.484, 5.299], [-24.812, -25.582, 5.781], [-25.685, -25.347, 4.830], [-24.836, -24.906, 7.085], [-24.492, -24.567, 1.413], [-25.767, -23.689, 2.060], [-26.056, -24.549, 0.588], [-25.620, -26.746, 1.846], [-27.022, -25.941, 2.550], [-23.640, -27.219, 3.258], [-23.191, -26.960, 5.956], [-26.578, -24.764, 4.968], [-23.839, -24.592, 7.363], [-25.312, -25.568, 7.809], [-25.490, -24.038, 7.047], [-28.249, -28.106, -4.944], [-28.141, -28.118, -3.422], [-26.839, -27.557, -3.011], [-26.360, -26.318, -3.323], [-25.143, -26.295, -2.767], [-25.044, -27.352, -1.928], [-26.068, -28.135, -2.133], [-23.907, -27.657, -1.047], [-27.535, -28.809, -5.366], [-28.061, -27.110, -5.354], [-29.271, -28.343, -5.246], [-28.142, -29.129, -3.028], [-28.945, -27.510, -3.008], [-26.918, -25.581, -3.867], [-24.369, -25.551, -2.815], [-26.279, -29.074, -1.652], [-23.170, -26.872, -1.116], [-23.415, -28.593, -1.311], [-24.297, -27.756, -0.036], [-23.127, -18.121, -1.032], [-24.275, -18.562, -1.932], [-25.571, -18.621, -1.259], [-26.339, -17.541, -0.926], [-27.498, -18.003, -0.463], [-27.397, -19.379, -0.409], [-26.240, -19.704, -0.925], [-28.481, -20.245, 0.053], [-23.136, -18.684, -0.107], [-23.198, -17.036, -0.926], [-22.137, -18.275, -1.462], [-24.069, -19.538, -2.362], [-24.362, -17.893, -2.794], [-26.087, -16.540, -1.228], [-28.361, -17.407, -0.230], [-25.892, -20.713, -1.103], [-28.243, -21.279, -0.153], [-29.423, -19.887, -0.354], [-28.559, -20.104, 1.136], [-24.691, -21.642, -5.350], [-25.041, -21.133, -6.727], [-24.767, -19.685, -6.869], [-25.695, -18.665, -6.825], [-25.023, -17.535, -7.114], [-23.691, -17.863, -7.282], [-23.589, -19.174, -7.182], [-22.629, -16.907, -7.586], [-25.099, -21.135, -4.487], [-23.607, -21.599, -5.191], [-24.930, -22.704, -5.279], [-26.121, -21.188, -6.899], [-24.607, -21.698, -7.547], [-26.739, -18.821, -6.646], [-25.332, -16.506, -7.183], [-22.709, -19.743, -7.436], [-21.672, -17.431, -7.593], [-22.512, -16.132, -6.832], [-22.730, -16.456, -8.571], [-32.606, -24.111, -4.499], [-32.462, -22.633, -4.784], [-32.659, -22.288, -6.199], [-31.730, -21.778, -7.060], [-32.349, -21.553, -8.216], [-33.657, -21.889, -8.072], [-33.817, -22.295, -6.827], [-34.573, -22.130, -9.199], [-33.479, -24.502, -5.040], [-32.803, -24.318, -3.454], [-31.783, -24.665, -4.947], [-31.432, -22.366, -4.486], [-33.066, -21.950, -4.185], [-30.708, -21.584, -6.786], [-31.940, -21.202, -9.148], [-34.754, -22.550, -6.360], [-35.620, -22.026, -8.944], [-34.388, -23.137, -9.583], [-34.291, -21.508, -10.046], [-28.734, -18.668, -4.224], [-30.204, -18.533, -3.855], [-30.454, -17.483, -2.854], [-31.164, -17.599, -1.668], [-31.068, -16.407, -1.080], [-30.351, -15.564, -1.888], [-29.964, -16.277, -2.934], [-29.868, -14.233, -1.482], [-28.163, -17.762, -4.417], [-28.720, -19.315, -5.101], [-28.191, -19.212, -3.452], [-30.524, -19.482, -3.423], [-30.837, -18.422, -4.737], [-31.679, -18.517, -1.459], [-31.399, -16.041, -0.121], [-29.372, -15.856, -3.729], [-30.681, -13.512, -1.508], [-29.179, -13.938, -2.271], [-29.373, -14.261, -0.520], [-28.512, -22.568, -3.386], [-29.310, -21.514, -2.384], [-29.269, -21.758, -4.643], [-27.396, -21.369, -3.532], [-27.815, -23.485, -4.554], [-27.548, -23.241, -2.337], [-29.596, -23.718, -3.220], [-22.980, -22.049, -0.270], [-21.526, -21.450, -0.113], [-22.915, -21.554, -1.847], [-22.290, -23.477, -0.734], [-24.425, -22.744, -0.649], [-23.099, -22.653, 1.186], [-23.697, -20.695, 0.175]], "atomic_forces_ev_per_a": [[0.9341, 0.7342, -0.1051], [0.7438, -0.0447, 1.2989], [0.6786, 1.4173, 0.7408], [0.9848, 0.6307, 0.6199], [-2.1336, -1.2469, -1.1729], [-0.5315, -0.4338, -0.3216], [1.5046, -1.3698, 0.1800], [-0.9295, 0.1708, 0.9258], [-0.6257, -0.4032, -0.4235], [0.1148, 0.0055, -0.3387], [-0.3455, -0.2790, 0.4608], [-0.1141, 0.2134, -0.7249], [-0.6415, -0.4427, -0.2214], [-0.0391, 0.0681, -0.2972], [0.5327, 0.4084, -0.4766], [-0.3923, -0.0430, 0.1739], [-0.2011, -0.0724, -0.3028], [0.4409, 0.1819, -0.2646], [0.0935, 0.0054, -0.0999], [0.0794, 0.6004, -0.1747], [0.6160, -0.3488, -0.2509], [-1.0194, 0.9314, 0.3996], [-0.5945, 0.4415, 0.3495], [0.1660, -0.4784, -0.8190], [0.4956, -1.3514, 0.1066], [0.4841, 0.6456, 0.7581], [-0.3697, 0.2110, -0.4062], [0.0808, 0.1292, 0.0355], [-0.2855, -0.3047, 0.1508], [0.1555, -0.1949, 0.1445], [-0.0590, -0.0233, 0.1209], [-0.3943, -0.0500, 0.0551], [0.0146, 0.0160, -0.1109], [-0.1203, 0.1939, -0.0763], [0.2803, -0.4495, -0.3138], [-0.0536, 0.0277, 0.1588], [0.1612, -0.0940, -0.1157], [0.0458, 0.0414, 0.3508], [0.6947, 1.1425, 0.5841], [0.0110, 0.4705, -0.8607], [-0.4727, -0.9038, -0.3877], [0.2737, -0.4897, -0.8093], [0.7102, 0.2669, 1.0126], [-0.3515, -0.1036, 0.5685], [-0.3882, 1.3618, -0.3158], [-0.7251, -0.4722, 0.4067], [-0.1106, -0.3725, -0.2229], [-0.3101, -0.3165, 0.1945], [-0.0915, -0.5405, -0.0109], [-0.0987, -0.2050, 0.3310], [0.0402, -0.0650, 0.2099], [0.0026, -0.0476, -0.0649], [0.2697, 0.1595, -0.1557], [0.0266, 0.1878, -0.1480], [0.0993, -0.1525, 0.0807], [0.4884, -0.1037, 0.1955], [0.1501, 0.1178, -0.3565], [-0.1043, 0.0670, 0.1213], [0.2621, 0.4674, -0.6229], [-2.7544, 0.0273, -0.1875], [0.0878, -0.4371, -0.8566], [0.8678, 2.0611, 0.7734], [2.0812, -0.6673, 0.1768], [-0.2236, -1.0394, 0.5205], [-0.0329, -0.3610, 0.1702], [-0.1371, -0.0086, -0.2561], [0.2326, -0.0082, 0.1424], [0.1017, -0.4082, 0.0648], [-0.4117, -0.0499, 0.0066], [0.0887, -0.1548, 0.3467], [0.0998, -0.0259, -0.3677], [0.0111, 0.1782, 0.1671], [0.1483, -0.1207, 0.0050], [-0.0054, 0.3392, 0.0758], [-0.2074, -0.0034, -0.2300], [0.1721, 0.1533, 0.0411], [-0.1721, 0.6107, -0.1710], [1.2515, -0.3903, -0.7647], [0.2630, 0.2495, 0.0208], [0.3610, 0.7946, -1.1222], [-0.6514, 0.3236, 0.5767], [-1.6730, 0.6648, -0.0026], [1.1905, -1.6097, -0.4917], [0.4717, 0.5757, 1.0306], [-0.0462, 0.3539, 0.2141], [-0.0040, -0.0844, 0.6245], [-0.2343, -0.3181, -0.3975], [-0.1331, -0.3154, 0.2771], [-0.2649, 0.1297, 0.1886], [0.2849, 0.0515, 0.2851], [-0.2217, -0.3688, 0.4025], [0.1196, -0.0247, 0.1965], [-0.1583, -0.0818, -0.2782], [0.0736, -0.3171, -0.4440], [0.1316, -0.1723, -0.0221], [1.3804, -0.6837, 0.0743], [-1.3810, 0.6107, 0.3885], [-0.0280, -0.7237, -0.4579], [0.1878, -0.1879, -0.1212], [0.4821, 0.8440, 0.3188], [-0.6405, 0.6353, -0.2872], [0.5963, -0.1843, -0.1109], [1.2320, -0.0843, -0.2566], [-0.5962, 0.2869, -0.1995], [-0.0321, -0.0084, -0.1548], [-0.2003, 0.0561, 0.0231], [0.0240, -0.1673, 0.1053], [0.4670, 0.1636, 0.0856], [-0.0640, -0.1507, 0.0729], [-0.1188, -0.0575, -0.0040], [0.0998, -0.0228, 0.3122], [-0.1415, -0.1652, -0.0129], [-0.4972, -0.0513, 0.1221], [-0.4003, -0.0482, 0.0241], [-1.3593, -0.2210, -1.1942], [1.2653, 0.5560, 0.7896], [0.3328, 0.3515, 0.8775], [1.1771, 0.1243, 0.6772], [0.2912, 0.5323, -1.4529], [-0.4288, -0.2449, -0.4411], [-1.2890, -0.5611, 0.3470], [0.3051, -0.3521, -0.7822], [-0.1105, 0.0792, 0.2527], [0.4706, -0.0938, 0.1471], [0.3504, 0.0008, 0.5434], [-0.3430, 0.1473, -0.6366], [-0.4814, -0.3913, -0.0724], [0.0176, -0.1538, 0.2044], [-0.1284, 0.0897, -0.0613], [-0.0671, -0.2138, -0.1581], [0.0113, 0.2185, 0.2028], [-0.1904, -0.0897, 0.3815], [-0.1994, 0.4980, 0.3226], [0.0904, -0.5511, 0.0804], [0.0576, -0.4530, 0.0134], [-0.2035, -1.1711, -0.4088], [0.2122, -0.8380, -1.1639], [-0.4248, 1.2422, 1.4032], [0.3248, -0.4801, 0.9344], [0.3754, 1.6133, -0.4866], [-0.0394, 0.2879, -1.2088], [-0.3960, 0.2542, -0.2078], [0.2574, 0.0992, -0.0374], [-0.0718, 0.0164, 0.0856], [0.0648, 0.0760, 0.2257], [-0.0017, 0.6038, 0.0924], [-0.0722, 0.0176, 0.3123], [-0.2507, -0.1324, -0.0609], [0.0366, -0.1973, -0.1188], [-0.1349, -0.0944, 0.2490], [0.1945, 0.1950, 0.2579], [-0.0192, -0.1145, 0.0979], [2.0590, 2.0727, -2.0385], [-0.0127, -1.4316, 0.1420], [-0.9445, -0.9458, 0.3085], [0.2305, -0.5228, -0.0677], [0.1588, 0.3098, 0.0151], [-0.6097, -0.0107, 1.1917], [-0.9678, 0.5505, 0.2133], [1.8515, -2.5865, -2.4351], [-0.1636, 0.4811, 0.9987], [-0.6743, 0.3759, 0.1185], [-0.3415, 0.2606, -0.0868], [-0.8586, 0.5018, 0.1337], [-0.0003, 0.4328, 0.9739], [-0.5597, 0.3434, 0.1272]]}